Entry 1:
Density functional theory data (the ωB97M-V functional and the def2-TZVPD basis) for a molecular structure, C22H37BrNiO4Si.

Geometry as XYZ:
```
66
Properties=species:S:1:pos:R:3:nbo_charge:R:1
C -2.53 -1.12 -3.40 -0.360
C -2.59 -1.70 -2.13 -0.332
C -2.63 -0.67 -1.12 -0.231
H -2.70 -2.76 -1.91 0.173
C -2.57 0.58 -1.80 -0.343
C -2.42 0.31 -3.22 -0.443
H -2.51 1.07 -4.02 0.183
H -2.65 -1.60 -4.34 0.188
H -2.74 -0.86 -0.03 0.185
H -2.64 1.57 -1.33 0.178
Ni -0.08 -0.30 -4.47 1.154
Br 0.25 -2.35 -3.67 -0.647
C 1.61 0.36 -5.60 -0.413
C 0.46 1.15 -5.99 -0.400
C -0.50 0.28 -6.56 -0.350
H 0.49 2.21 -6.15 0.214
C 0.01 -1.06 -6.51 -0.367
C 1.33 -1.01 -5.94 -0.283
H 2.05 -1.80 -5.97 0.228
H 2.61 0.74 -5.40 0.220
H -1.33 0.57 -7.15 0.214
H -0.39 -1.90 -7.03 0.219
C 1.94 3.26 1.17 -0.618
C 2.45 1.83 1.39 0.275
C 3.82 1.62 0.74 -0.610
C 2.50 1.46 2.86 -0.625
O 1.55 0.97 0.69 -0.931
Si 0.27 0.00 0.74 2.390
O 0.02 -0.54 -0.75 -1.300
O 0.53 -0.94 2.00 -0.945
C 0.70 -2.32 2.25 0.287
C 0.92 -3.17 0.96 -0.636
C 1.93 -2.45 3.17 -0.620
C -0.46 -2.81 3.12 -0.628
O -1.08 0.85 1.22 -0.920
C -1.85 1.17 2.38 0.284
C -3.20 0.43 2.37 -0.630
C -1.15 0.82 3.72 -0.629
C -2.10 2.69 2.35 -0.617
H 2.58 3.99 1.69 0.173
H 0.91 3.36 1.56 0.216
H 1.92 3.51 0.10 0.218
H 4.55 2.28 1.21 0.173
H 4.15 0.58 0.86 0.210
H 3.79 1.84 -0.34 0.218
H 1.51 1.60 3.30 0.212
H 2.80 0.41 2.98 0.220
H 3.20 2.09 3.42 0.178
H 1.76 -2.74 0.39 0.236
H 1.18 -4.22 1.23 0.171
H 0.00 -3.19 0.36 0.257
H 1.75 -1.89 4.11 0.195
H 2.09 -3.52 3.41 0.185
H 2.85 -2.04 2.69 0.206
H -0.44 -2.27 4.09 0.192
H -1.44 -2.65 2.63 0.221
H -0.33 -3.90 3.32 0.189
H -3.06 -0.66 2.47 0.208
H -3.81 0.79 3.22 0.175
H -3.76 0.65 1.44 0.232
H -0.24 1.43 3.85 0.192
H -1.83 1.06 4.57 0.179
H -0.92 -0.25 3.76 0.230
H -1.15 3.25 2.43 0.197
H -2.60 2.97 1.40 0.221
H -2.75 2.98 3.21 0.176
```

Values from the calculation:
**E_HOMO (spin up / spin down)**: 0.39 / 0.42 eV
**Orbital gap (spin up / spin down)**: 4.257 / 4.223 eV
**Relative energy (zero: lowest compared OMol25 entry of this formula, charge and spin)**: 41.7 kJ/mol
**⟨S²⟩**: 2.016
**E_LUMO (spin up / spin down)**: 4.646 / 4.646 eV
**Max |F|**: 5.7 eV/Å
**Spin multiplicity**: 3
**Energy**: -150569.220 eV
**Charge**: -2

=====

Entry 2:
Density functional theory data (the ωB97M-V functional and the def2-TZVPD basis) for 2 unconnected molecules or ions with the total composition C2H8N2S2.

Geometry as XYZ:
```
14
Properties=species:S:1:pos:R:3:nbo_charge:R:1
C -1.50 1.58 0.58 -0.758
S -1.63 0.22 -0.63 0.504
S -0.87 -1.35 0.33 0.194
H -0.48 1.97 0.56 0.302
H -1.84 1.18 1.52 0.258
H -2.03 2.41 0.10 0.283
H -0.51 -0.71 1.46 0.177
N 2.33 -0.94 -0.36 -0.824
C 2.38 0.27 0.37 0.280
N 2.00 1.37 -0.13 -0.696
H 1.49 -0.97 -0.90 0.378
H 2.59 -1.71 0.25 0.393
H 2.48 0.13 1.44 0.168
H 1.92 1.33 -1.14 0.341
```

Values from the calculation:
**E_HOMO (spin up / spin down)**: -13.40 / -13.30 eV
**Orbital gap (spin up / spin down)**: 8.661 / 5.213 eV
**Relative energy (zero: lowest compared OMol25 entry of this formula, charge and spin)**: 0.0 kJ/mol
**⟨S²⟩**: 0.755
**E_LUMO (spin up / spin down)**: -4.736 / -8.085 eV
**Max |F|**: 2.2 eV/Å
**Spin multiplicity**: 2
**Energy**: -26845.319 eV
**Charge**: +1

=====

Entry 3:
Density functional theory data (the ωB97M-V functional and the def2-TZVPD basis) for 2 unconnected molecules or ions with the total composition C10H8Cl2O.

Geometry as XYZ:
```
21
Properties=species:S:1:pos:R:3:nbo_charge:R:1
C -2.42 -0.31 1.54 -0.221
C -2.42 -1.26 0.56 -0.205
C -1.21 0.25 2.00 -0.224
C -1.26 -1.50 -0.14 -0.187
C -0.07 -0.26 1.47 -0.188
C 0.00 -1.15 0.41 -0.194
C 2.62 1.34 -1.34 -0.320
C 1.86 0.75 -2.28 -0.503
C 0.54 0.55 -2.15 0.747
C 1.11 -1.31 -0.44 -0.196
O -0.66 0.56 -2.21 -0.420
Cl 2.64 -0.70 0.14 0.080
Cl 1.27 -2.60 -1.56 0.022
H -3.31 0.15 1.85 0.210
H -3.31 -1.84 0.26 0.216
H -1.07 1.05 2.76 0.224
H -1.52 -1.95 -1.12 0.232
H 0.95 0.11 2.00 0.215
H 3.74 1.56 -1.42 0.230
H 2.17 1.78 -0.55 0.194
H 2.42 0.12 -3.09 0.289
```

Values from the calculation:
**E_HOMO (spin up / spin down)**: -6.87 / -7.08 eV
**Orbital gap (spin up / spin down)**: 6.325 / 6.969 eV
**Relative energy (zero: lowest compared OMol25 entry of this formula, charge and spin)**: 344.5 kJ/mol
**E_LUMO (spin up / spin down)**: -0.545 / -0.113 eV
**Max |F|**: 5.0 eV/Å
**Spin multiplicity**: 1
**Energy**: -37587.082 eV
**Charge**: 0

=====

Entry 4:
Density functional theory data (the ωB97M-V functional and the def2-TZVPD basis) for 7 unconnected molecules or ions with the total composition C19H41FNO26P2S6.

Geometry as XYZ:
```
96
Properties=species:S:1:pos:R:3:lowdin_charge:R:1
C -1.61 4.10 0.60 -0.144
C -0.65 2.96 0.18 -0.430
P 0.81 3.12 1.32 0.831
C 1.50 4.81 0.92 -0.269
P 2.41 1.74 0.77 0.915
C 3.82 2.12 1.94 -0.317
O 3.52 3.30 2.71 -0.234
N 3.99 3.03 4.05 -0.006
O 3.21 3.39 4.82 0.132
C 2.01 -0.03 1.01 -0.285
C 0.62 -0.45 0.48 -0.425
C -0.42 -0.29 1.59 -0.037
F 0.30 0.19 -0.71 -0.025
H -2.61 3.98 0.18 0.087
H -1.18 5.08 0.33 0.051
H -1.72 4.09 1.69 0.061
H -0.32 3.14 -0.85 0.084
H -1.17 2.00 0.25 0.057
H 1.17 5.03 -0.12 0.023
H 2.59 4.84 0.97 0.038
H 0.99 5.53 1.56 0.050
H 2.93 1.94 -0.53 0.043
H 4.77 2.23 1.42 0.106
H 3.86 1.29 2.66 0.091
H 2.14 -0.34 2.05 0.101
H 2.76 -0.60 0.43 0.103
H 0.69 -1.52 0.26 0.108
H -1.44 -0.48 1.24 0.105
H -0.20 -1.04 2.36 0.065
H -0.37 0.68 2.10 0.057
C -2.12 4.77 5.76 -0.156
C -2.98 5.79 6.49 -0.154
O -2.77 7.02 5.78 -0.180
S -2.53 6.70 4.23 0.591
O -3.75 6.87 3.53 -0.216
O -1.33 7.34 3.82 -0.232
O -2.25 5.12 4.37 -0.209
H -1.07 4.86 6.03 0.135
H -2.45 3.75 5.92 0.137
H -2.69 5.89 7.53 0.139
H -4.04 5.53 6.43 0.137
C 1.84 -6.32 1.18 -0.142
C 1.95 -5.68 -0.18 -0.149
O 1.10 -4.52 -0.11 -0.179
S 1.12 -3.95 1.39 0.605
O 2.06 -2.88 1.45 -0.233
O -0.22 -3.80 1.82 -0.212
O 1.78 -5.22 2.10 -0.176
H 0.92 -6.90 1.27 0.140
H 2.69 -6.97 1.41 0.144
H 1.64 -6.34 -0.98 0.137
H 2.97 -5.34 -0.37 0.141
C -1.38 -3.10 6.01 -0.152
C -1.25 -2.49 4.63 -0.185
O -2.08 -1.32 4.67 -0.196
S -2.05 -0.70 6.16 0.603
O -1.10 0.35 6.18 -0.232
O -3.38 -0.53 6.59 -0.207
O -1.41 -1.97 6.90 -0.181
H -2.31 -3.65 6.13 0.138
H -0.54 -3.75 6.26 0.139
H -1.59 -3.17 3.85 0.122
H -0.23 -2.18 4.43 0.123
C -0.59 8.84 -0.05 -0.150
C -1.44 8.25 -1.16 -0.157
O -0.56 8.18 -2.29 -0.181
S 0.94 7.91 -1.78 0.611
O 1.21 6.52 -1.88 -0.248
O 1.79 8.90 -2.34 -0.197
O 0.71 8.26 -0.23 -0.195
H -0.50 9.92 -0.15 0.138
H -0.98 8.60 0.94 0.131
H -2.31 8.85 -1.39 0.140
H -1.75 7.23 -0.92 0.120
C 1.16 -4.15 -4.39 -0.167
C 0.45 -4.67 -5.62 -0.155
O 1.22 -5.81 -6.03 -0.251
S 1.84 -6.53 -4.74 0.612
O 1.00 -7.61 -4.38 -0.217
O 3.23 -6.67 -4.93 -0.205
O 1.59 -5.32 -3.69 -0.212
H 2.05 -3.57 -4.66 0.134
H 0.51 -3.55 -3.76 0.132
H 0.41 -3.94 -6.42 0.143
H -0.56 -5.01 -5.39 0.138
C -1.85 -8.40 -8.96 -0.164
C -2.35 -7.04 -9.40 -0.166
O -1.29 -6.14 -9.05 -0.192
S 0.12 -6.89 -9.20 0.638
O 0.68 -6.57 -10.46 -0.205
O 0.84 -6.73 -7.99 -0.216
O -0.45 -8.39 -9.28 -0.179
H -1.96 -8.54 -7.89 0.134
H -2.35 -9.21 -9.49 0.137
H -3.27 -6.76 -8.90 0.135
H -2.50 -7.00 -10.48 0.135
```

Values from the calculation:
**E_HOMO**: -11.99 eV
**Orbital gap**: 8.947 eV
**E_LUMO**: -3.043 eV
**Max |F|**: 2.2 eV/Å
**Spin multiplicity**: 1
**Energy**: -161384.141 eV
**Charge**: +1

=====

Entry 5:
Density functional theory data (the ωB97M-V functional and the def2-TZVPD basis) for a gas-phase ion, C3H8NO2 (charge -1).

Geometry as XYZ:
```
14
Properties=species:S:1:pos:R:3:nbo_charge:R:1
O -1.47 -2.65 0.02 -0.938
C -1.38 -1.33 -0.13 0.145
N -0.50 -0.53 0.88 -0.735
C 0.81 0.06 0.57 -0.239
C 0.47 1.07 -0.56 -0.093
O 1.64 1.80 -1.02 -0.741
H -2.37 -0.82 -0.03 0.064
H -0.88 -1.07 -1.07 0.054
H -0.35 -1.22 1.62 0.350
H 1.11 0.62 1.45 0.165
H 1.55 -0.74 0.34 0.160
H 0.08 0.60 -1.46 0.181
H -0.37 1.60 -0.11 0.175
H 1.66 2.61 -0.50 0.452
```

Values from the calculation:
**E_HOMO**: -2.30 eV
**SMILES**: [O-]CNCCO
**Orbital gap**: 5.788 eV
**Relative energy (zero: lowest compared OMol25 entry of this formula, charge and spin)**: 320.5 kJ/mol
**E_LUMO**: 3.485 eV
**Max |F|**: 2.2 eV/Å
**Spin multiplicity**: 1
**Energy**: -8824.471 eV
**Charge**: -1

=====

Entry 6:
Density functional theory data (the ωB97M-V functional and the def2-TZVPD basis) for a molecular structure, C39H35IN4O4ReS.

Geometry as XYZ:
```
85
Properties=species:S:1:pos:R:3:mulliken_spin:R:1
Re -0.68 0.46 1.42 1.169
C -1.20 4.87 -0.52 0.001
C 0.16 4.25 -0.46 0.008
N 1.09 4.80 -1.19 -0.005
C 2.32 4.27 -1.23 0.016
C 2.69 3.18 -0.49 -0.015
C 4.08 2.60 -0.62 -0.001
O 4.15 1.20 -0.77 0.000
C 1.72 2.58 0.35 -0.009
C 2.12 1.54 1.24 -0.013
N 1.36 0.68 1.85 0.042
C 2.03 -0.20 2.71 0.010
C 3.09 -0.96 2.24 -0.001
C 3.73 -1.86 3.07 -0.001
C 3.32 -2.01 4.38 -0.001
C 2.29 -1.23 4.89 0.002
C 1.65 -0.34 4.05 -0.016
I 0.13 0.94 4.79 -0.007
C 0.38 3.07 0.34 0.027
O -0.58 2.56 0.99 0.022
H -1.16 5.73 -1.18 0.000
H -1.93 4.15 -0.89 0.000
H -1.52 5.18 0.48 0.000
H 3.01 4.76 -1.90 0.000
H 4.56 3.09 -1.48 0.000
H 4.66 2.86 0.27 0.000
H 3.28 0.83 -0.97 0.000
H 3.18 1.51 1.49 -0.003
H 3.39 -0.83 1.21 0.000
H 4.56 -2.44 2.68 0.000
H 3.81 -2.72 5.03 0.000
H 1.98 -1.32 5.92 0.000
O 1.61 -0.03 -0.96 0.006
S 0.46 -0.24 -1.82 -0.016
O 0.21 -1.59 -2.24 0.000
N -0.78 0.37 -0.99 0.062
C -2.06 0.34 -1.40 0.006
C -2.46 0.12 -2.72 0.022
C -3.80 0.19 -3.08 -0.011
C -4.78 0.48 -2.16 0.022
C -4.44 0.69 -0.81 -0.022
C -5.39 1.00 0.19 0.029
C -4.97 1.19 1.48 -0.022
C -3.62 1.01 1.80 0.042
N -2.71 0.69 0.89 -0.042
C -3.08 0.59 -0.41 -0.004
C 0.73 0.76 -3.28 0.002
C 0.59 2.13 -3.22 -0.004
C 0.84 2.88 -4.35 0.001
C 1.22 2.26 -5.53 -0.001
C 1.36 0.88 -5.57 0.000
C 1.12 0.12 -4.44 0.001
H -1.71 -0.10 -3.45 0.002
H -4.07 0.01 -4.11 -0.001
H -5.82 0.54 -2.45 0.001
H -6.43 1.11 -0.08 0.001
H -5.66 1.46 2.26 0.000
H -3.28 1.12 2.82 0.005
H 0.30 2.60 -2.30 0.000
H 0.74 3.96 -4.30 0.000
H 1.41 2.85 -6.42 0.000
H 1.67 0.39 -6.49 0.000
H 1.23 -0.95 -4.43 0.000
C -2.42 -3.30 2.59 -0.015
C -1.44 -2.65 1.60 -0.013
C -2.14 -2.53 0.24 -0.020
C -0.91 -1.36 2.19 -0.241
C -0.19 -3.51 1.39 -0.018
C 0.94 -2.95 0.81 0.039
C 2.06 -3.71 0.56 -0.001
C 2.08 -5.06 0.87 -0.003
C 0.95 -5.64 1.43 0.001
C -0.17 -4.87 1.69 -0.014
H -3.21 -2.59 2.84 0.006
H -1.92 -3.61 3.51 -0.002
H -2.88 -4.17 2.13 -0.002
H -3.07 -1.97 0.34 0.001
H -2.38 -3.53 -0.12 0.001
H -1.50 -2.06 -0.49 0.001
H -0.63 -1.62 3.22 0.026
H 0.93 -1.90 0.53 -0.046
H 2.93 -3.25 0.11 0.000
H 2.95 -5.66 0.66 0.000
H 0.94 -6.69 1.67 0.000
H -1.04 -5.36 2.10 0.000
```

Values from the calculation:
**E_HOMO (spin up / spin down)**: -7.48 / -7.55 eV
**Orbital gap (spin up / spin down)**: 6.982 / 6.867 eV
**Relative energy (zero: lowest compared OMol25 entry of this formula, charge and spin)**: 126.4 kJ/mol
**⟨S²⟩**: 0.848
**E_LUMO (spin up / spin down)**: -0.496 / -0.681 eV
**Max |F|**: 3.5 eV/Å
**Spin multiplicity**: 2
**Energy**: -76226.631 eV
**Charge**: 0